C59H48BrClN6O3PRb | wB97M-V/def2-TZVPD

The geometry in XYZ format:
```
120
Properties=species:S:1:pos:R:3:forces:R:3:lowdin_charge:R:1
Rb 0.344647 -0.205430 -0.058823 -0.530 0.017 0.400 0.692
O -4.550427 1.194705 -0.880044 -0.315 0.147 0.010 -0.081
C -5.039923 2.158239 -0.180054 0.085 -0.195 -0.176 -0.397
C -6.120951 2.973945 -0.621347 0.004 0.094 0.110 -0.048
C -6.581395 4.037798 0.138913 0.106 -0.125 -0.007 -0.143
C -6.003212 4.352700 1.370928 0.070 -0.096 -0.033 -0.151
C -4.971075 3.539541 1.845327 -0.014 -0.051 -0.127 -0.074
C -4.504855 2.460049 1.110733 -0.051 0.141 -0.003 -0.118
C -3.502469 1.456716 1.654368 0.246 0.269 0.277 -0.340
O -2.611247 0.988504 0.682469 -0.181 -0.433 -0.157 -0.122
N -2.731068 1.984213 2.784158 -0.576 -0.226 -0.040 -0.026
N -1.573947 2.627241 2.660737 0.568 0.350 -0.151 0.034
C -1.287407 3.112448 1.513135 0.439 0.528 -0.195 -0.204
C -0.057493 3.882871 1.233816 -0.213 -0.318 0.384 -0.591
Br 1.291830 3.917312 2.599141 -0.310 0.049 -0.236 0.735
C 0.117535 4.449874 0.038605 0.098 0.248 -0.283 -0.105
C 1.216871 5.263996 -0.521798 -0.072 0.012 0.089 -0.200
C 1.580009 5.054564 -1.852678 -0.637 1.313 0.106 -0.064
C 2.658307 5.719129 -2.420909 -0.159 0.934 0.179 -0.092
C 3.381120 6.641437 -1.675070 -0.146 -0.082 -0.085 -0.083
C 2.971712 6.932177 -0.377207 -0.122 -0.047 0.159 -0.091
C 1.896535 6.258058 0.190018 0.183 0.052 -0.030 -0.062
H -3.214284 0.925847 -0.144372 -0.144 -0.032 0.127 0.051
H -6.567697 2.731724 -1.580700 0.027 0.027 0.030 0.098
H -7.409104 4.637855 -0.231583 0.043 -0.010 -0.010 0.081
H -6.352487 5.199265 1.951566 0.012 -0.040 -0.019 0.070
H -4.516624 3.748850 2.809851 -0.020 -0.020 -0.021 0.095
H -4.062485 0.615404 2.085237 -0.062 -0.114 0.039 0.154
H -2.827618 1.514848 3.660357 0.092 -0.160 0.139 0.106
H -1.960593 2.989044 0.665375 0.256 0.257 0.119 0.104
H -0.675709 4.211962 -0.669161 0.387 0.220 0.262 0.066
H 1.012318 4.345510 -2.447691 -0.198 1.211 0.285 0.099
H 2.934989 5.514120 -3.450985 -0.047 0.311 0.249 0.105
H 4.248649 7.133113 -2.102405 -0.096 0.016 -0.005 0.099
H 3.491803 7.691454 0.200476 -0.044 -0.101 -0.052 0.095
H 1.565289 6.520964 1.184244 0.058 -0.108 0.095 0.087
Cl 8.284437 -1.383361 0.250951 -0.109 0.017 -0.028 0.562
C 6.565706 -1.282405 -0.123506 0.007 0.062 -0.105 -0.688
C 6.146885 -0.613511 -1.289027 -0.070 -0.056 0.076 -0.127
C 4.814582 -0.543500 -1.597908 0.062 -0.026 0.053 -0.027
C 3.783807 -1.112434 -0.756720 -0.098 -0.168 0.018 -0.410
O 2.565776 -1.029520 -1.055723 0.761 0.044 -0.119 -0.252
C 4.263916 -1.789256 0.430474 -0.047 0.004 0.040 -0.132
C 3.370163 -2.464545 1.349300 0.285 -0.014 0.042 -0.102
N 2.098196 -2.371478 1.383832 -0.425 -0.032 -0.173 0.079
C 1.342628 -3.244847 2.153764 0.181 0.113 0.079 -0.214
C 1.557692 -4.605970 2.162490 -0.038 -0.058 0.013 -0.021
C 0.715928 -5.483496 2.882926 0.085 0.043 -0.026 -0.090
C -0.345806 -5.009436 3.594854 -0.001 0.000 0.011 -0.063
C -0.601774 -3.615891 3.618913 0.009 0.087 -0.034 -0.160
C -1.677243 -3.051576 4.342921 0.064 -0.134 -0.021 -0.027
C -1.846873 -1.702219 4.363508 -0.060 0.119 0.036 -0.055
C -0.940806 -0.894281 3.642812 0.131 0.038 -0.032 -0.127
N 0.051315 -1.376276 2.939236 -0.003 -0.067 -0.030 0.103
C 0.236326 -2.725301 2.907912 -0.041 0.096 0.094 -0.155
C 5.642418 -1.863603 0.702350 -0.054 -0.023 0.057 -0.101
H 6.889661 -0.158582 -1.936676 -0.042 -0.033 0.016 0.098
H 4.481206 -0.036253 -2.497509 0.017 -0.022 0.033 0.105
H 3.873052 -3.110299 2.088665 0.033 -0.027 -0.031 0.123
H 2.366462 -5.003998 1.561584 -0.035 -0.007 0.008 0.109
H 0.916841 -6.549041 2.859930 0.009 0.045 -0.036 0.097
H -0.999484 -5.678796 4.144337 0.017 0.035 -0.037 0.102
H -2.353519 -3.709759 4.875602 -0.013 -0.014 0.024 0.110
H -2.661970 -1.246690 4.912503 0.021 0.005 -0.022 0.098
H -1.037190 0.189770 3.655725 0.000 -0.134 -0.066 0.092
H 5.979686 -2.390699 1.589908 -0.035 0.006 -0.014 0.101
C 2.146248 -0.943539 -4.295700 -0.088 0.027 -0.079 -0.052
C 1.658920 0.287772 -5.014671 -0.002 -0.053 0.001 -0.275
C 2.459269 0.861985 -6.003488 -0.013 0.009 0.063 -0.066
C 2.074235 2.009547 -6.686628 -0.072 0.008 0.031 -0.117
C 0.858129 2.602202 -6.378769 0.022 -0.040 0.092 -0.110
C 0.043007 2.038743 -5.398377 0.049 -0.040 0.002 -0.087
C 0.410011 0.878890 -4.708244 0.119 0.050 0.085 -0.307
P -0.561673 0.194461 -3.276121 -0.151 0.059 -0.484 1.073
C -1.907888 1.461021 -3.149793 0.089 0.118 -0.003 -0.319
C -1.661432 2.431055 -2.173255 -0.114 -0.018 -0.078 -0.128
C -2.492497 3.529818 -1.994485 -0.035 -0.091 -0.113 -0.090
C -3.614525 3.659250 -2.794080 -0.014 0.007 -0.116 -0.083
C -3.893583 2.684175 -3.742133 0.000 0.037 0.077 -0.052
C -3.065711 1.580071 -3.936044 -0.004 0.025 -0.044 -0.256
C -3.444960 0.557361 -4.975969 0.038 0.062 0.100 -0.036
C -1.203090 -1.367982 -3.895800 0.173 -0.196 0.154 -0.378
C -0.921344 -1.846989 -5.175076 -0.154 0.017 0.036 -0.182
C -1.157789 -3.157428 -5.553680 -0.058 -0.121 0.048 -0.159
C -1.646035 -4.051876 -4.567450 -0.003 0.217 0.055 -0.150
C -1.947752 -3.627074 -3.303418 0.089 0.144 -0.098 -0.088
C -1.825384 -2.236450 -2.898912 -0.152 0.140 0.109 -0.362
C -2.285128 -1.783121 -1.675616 0.256 -0.153 -0.370 -0.078
H 3.187664 -1.153155 -4.554397 -0.046 0.031 0.012 0.075
H 1.541532 -1.817501 -4.557669 0.040 0.079 0.001 0.078
H 2.076039 -0.831599 -3.209046 0.035 0.007 -0.048 0.044
H 3.417198 0.401483 -6.231734 -0.076 0.010 0.035 0.103
H 2.719693 2.434764 -7.449668 -0.039 -0.027 0.065 0.090
H 0.537161 3.503504 -6.891336 0.009 -0.050 0.012 0.091
H -0.898034 2.524038 -5.165142 -0.011 -0.047 0.015 0.097
H -0.797879 2.306340 -1.522571 -0.025 -0.030 -0.055 0.065
H -2.283666 4.262998 -1.221974 -0.295 -0.041 -0.164 0.092
H -4.285234 4.502077 -2.662933 0.028 -0.093 0.016 0.103
H -4.794539 2.771767 -4.343644 0.060 -0.013 0.027 0.105
H -4.276699 0.925250 -5.580051 -0.014 -0.004 0.031 0.069
H -3.740795 -0.377646 -4.494085 0.038 0.012 -0.032 0.093
H -2.609963 0.322817 -5.634838 0.014 -0.013 -0.012 0.066
H -0.481232 -1.173748 -5.907842 -0.034 0.014 0.061 0.095
H -0.940441 -3.494501 -6.560928 0.027 0.000 0.058 0.064
H -1.779051 -5.100059 -4.822443 -0.009 0.003 0.028 0.079
H -2.309680 -4.333773 -2.561087 -0.009 0.024 -0.048 0.089
H -2.776456 -2.461318 -0.984906 0.067 0.044 -0.031 0.028
H -2.364360 -0.723899 -1.463838 -0.090 -0.019 0.008 -0.016
N 6.414343 4.189373 -3.759913 0.439 0.241 -0.280 0.147
C 5.527494 3.757624 -3.178272 -0.768 -0.372 0.447 -0.168
C 4.395917 3.225019 -2.443539 0.004 -0.041 -0.552 -0.219
C 3.125512 3.241373 -3.001403 0.486 -1.219 -0.468 -0.049
C 2.071961 2.752136 -2.244309 0.571 -1.740 0.025 -0.175
N 2.220305 2.263189 -1.011939 -0.244 -0.211 -0.496 0.108
C 3.446729 2.224201 -0.506695 0.153 0.235 0.183 -0.113
C 4.564144 2.699653 -1.176776 0.140 -0.031 0.468 -0.007
H 2.958231 3.620054 -4.001734 -0.031 -0.230 0.035 0.125
H 1.065775 2.748378 -2.654678 0.301 -0.641 -0.016 0.089
H 3.546806 1.802403 0.488892 0.010 -0.003 -0.072 0.122
H 5.545786 2.646937 -0.725181 -0.055 -0.023 0.021 0.122
```
Forces are in eV/Å.

As for the orbital gap: 4.184 eV. Its total charge is -2. The multiplicity is 1. For the strongest force on any atom, the calculation gives 0.0356 Eh/bohr. As for the energy: -169554.4039 eV.